Computed, not measured: an isolated molecule of C20H16N2O4S at a distorted geometry, with ωB97M-V/def2-TZVPD.

Calculated total energy: -1580.350354 a.u.
HOMO: -8.4 eV
Relative energy (zero: lowest compared OMol25 entry of this formula, charge and spin): 8.32 kcal per mole
Gap between HOMO and LUMO: 7.7 eV

XYZ file:
```
43
Properties=species:S:1:pos:R:3:lowdin_charge:R:1
O 3.069 -1.073 1.525 0.057
C 2.001 -0.560 1.180 -0.375
C 0.713 -1.386 1.434 -0.045
O 0.141 -1.946 0.240 0.005
C -0.688 -1.134 -0.487 -0.363
O -0.711 0.125 -0.420 0.056
C -1.585 -1.836 -1.414 -0.131
C -2.344 -1.093 -2.353 0.043
C -3.140 -1.796 -3.269 -0.006
N -3.177 -3.137 -3.264 -0.272
O -3.901 -3.719 -4.097 -0.041
C -2.504 -3.848 -2.372 -0.021
C -1.687 -3.234 -1.456 0.025
N 1.900 0.698 0.617 0.131
C 2.904 1.693 0.532 -0.203
C 4.305 1.400 0.504 0.009
C 5.229 2.440 0.310 -0.084
C 4.809 3.739 0.131 -0.109
C 3.458 4.044 0.143 -0.114
C 2.517 3.041 0.340 -0.461
S 0.774 3.463 0.409 1.009
C 0.355 2.948 2.050 -0.522
C -0.928 2.440 2.255 -0.125
C -1.351 2.018 3.513 -0.092
C -0.483 2.089 4.586 -0.105
C 0.803 2.575 4.398 -0.086
C 1.256 3.006 3.147 -0.066
H 1.005 -2.285 2.051 0.154
H -0.039 -0.773 1.948 0.131
H -2.273 0.028 -2.452 0.146
H -3.754 -1.243 -4.021 0.154
H -2.571 -4.930 -2.471 0.147
H -1.033 -3.847 -0.806 0.139
H 0.976 1.052 0.433 0.056
H 4.715 0.409 0.592 0.098
H 6.273 2.145 0.359 0.105
H 5.545 4.523 -0.100 0.110
H 3.158 5.125 0.032 0.125
H -1.628 2.362 1.437 0.099
H -2.336 1.593 3.681 0.105
H -0.761 1.687 5.557 0.103
H 1.467 2.617 5.277 0.112
H 2.277 3.336 3.056 0.106
```



Computed, not measured: a structure of composition C17H28N2SiZn at a distorted geometry, with ωB97M-V/def2-TZVPD.

Calculated total energy: -2842.745343 a.u.
HOMO (alpha / beta): -6.7 / -5.4 eV
Relative energy (zero: lowest compared OMol25 entry of this formula, charge and spin): 0.00 kcal per mole
Gap between HOMO and LUMO (alpha / beta): 7.3 / 5.9 eV

XYZ file:
```
49
Properties=species:S:1:pos:R:3:lowdin_charge:R:1
C 2.753 -1.872 -0.178 -0.189
C 2.044 1.247 -1.036 -0.345
C 2.730 -1.412 -1.539 -0.186
H 1.926 -2.527 0.162 0.133
C 1.202 0.714 -2.081 -0.304
H 2.187 2.333 -1.110 0.092
H 3.731 -1.063 -1.913 0.142
H 0.764 1.547 -2.683 0.107
C 1.792 -1.911 -2.543 -0.172
H 1.012 -2.591 -2.161 0.109
H 2.214 -2.340 -3.467 0.114
C 3.103 -0.589 0.666 -0.163
H 4.070 -0.758 1.162 0.099
H 2.437 -0.497 1.551 0.095
C 3.232 0.718 -0.199 -0.226
H 4.085 0.657 -0.909 0.101
H 3.516 1.565 0.469 0.098
C 1.174 -0.548 -2.969 -0.202
H 1.490 -0.145 -3.929 0.102
H 0.133 -0.751 -3.209 0.057
Zn 0.356 0.928 -0.449 0.803
H 3.595 -2.399 -0.325 0.069
C 1.556 2.306 3.078 -0.030
C 0.181 1.727 2.853 -0.328
C -0.744 1.604 3.884 -0.069
C -1.995 1.071 3.647 -0.072
C -2.299 0.596 2.391 -0.041
C -1.332 0.697 1.370 -0.431
N -0.134 1.304 1.623 0.074
N -1.406 0.259 0.085 -0.122
Si -2.782 -0.549 -0.696 0.408
C -3.349 -2.016 0.331 -0.172
C -4.029 0.829 -0.887 -0.179
C -2.352 -1.156 -2.408 -0.179
H 2.184 1.540 3.580 0.091
H 2.027 2.605 2.119 0.073
H 1.454 3.173 3.762 0.085
H -0.437 1.970 4.847 0.101
H -2.714 1.075 4.457 0.110
H -3.275 0.179 2.197 0.085
H -3.397 -1.796 1.407 0.015
H -4.350 -2.342 0.007 0.033
H -2.664 -2.866 0.181 0.034
H -3.645 1.533 -1.641 0.034
H -4.998 0.446 -1.233 0.028
H -4.170 1.368 0.060 0.026
H -2.018 -0.336 -3.055 0.030
H -1.595 -1.950 -2.406 0.024
H -3.264 -1.573 -2.860 0.039
```



Computed, not measured: a structure of composition C6H15ClI2LaO2P at a distorted geometry, with ωB97M-V/def2-TZVPD.

Calculated total energy: -1816.049889 a.u.
HOMO (alpha / beta): -16.8 / -16.8 eV
Relative energy (zero: lowest compared OMol25 entry of this formula, charge and spin): 3.36 kcal per mole
Gap between HOMO and LUMO (alpha / beta): 4.7 / 4.7 eV
Charge: +2

XYZ file:
```
28
Properties=species:S:1:pos:R:3:lowdin_charge:R:1
I 0.395 4.550 -0.719 0.595
I 1.931 2.299 -2.900 0.458
La 0.983 1.512 -0.181 0.867
P -1.458 0.216 -0.799 0.646
C -2.072 -0.689 -2.222 -0.258
C -2.666 -0.321 0.460 -0.234
H -1.991 2.586 -0.308 -0.006
H -3.221 1.711 -1.352 0.075
H -1.632 2.364 -2.005 0.012
C -2.153 1.904 -1.156 -0.312
H -2.512 0.230 1.391 0.043
H -3.675 -0.156 0.053 0.073
H -3.160 -0.524 -2.305 0.079
H -1.843 -1.745 -2.079 0.064
H -2.490 -1.378 0.672 0.060
H -1.547 -0.370 -3.123 0.055
C 1.272 -0.754 -1.915 -0.179
O 1.311 -1.739 -2.519 0.129
Cl -0.054 2.184 2.198 -0.220
C 3.187 -1.065 2.887 -0.062
C 2.816 -1.495 1.479 -0.275
O 1.469 -1.070 1.167 -0.235
H 2.861 -0.051 3.116 0.076
H 4.266 -1.108 2.950 0.086
H 2.820 -1.754 3.645 0.091
H 3.465 -0.990 0.735 0.116
H 2.866 -2.581 1.383 0.130
H 0.833 -1.767 1.447 0.125
```



Computed, not measured: a cluster of 2 separate species, C4H5NO2 in total at a distorted geometry, with ωB97M-V/def2-TZVPD.

Calculated total energy: -360.596380 a.u.
HOMO: -10.1 eV
Relative energy (zero: lowest compared OMol25 entry of this formula, charge and spin): 45.83 kcal per mole
Gap between HOMO and LUMO: 11.1 eV

XYZ file:
```
12
Properties=species:S:1:pos:R:3:lowdin_charge:R:1
O 0.723 -3.171 -1.367 0.056
C 0.197 -2.709 -0.476 0.026
C 0.707 0.368 0.921 -0.111
C 0.416 1.529 0.051 -0.123
N -0.675 0.766 0.625 -0.057
C -1.426 -0.046 -0.242 -0.347
O -1.355 -0.040 -1.447 0.040
H 1.023 0.491 1.952 0.105
H 1.091 -0.521 0.425 0.067
H 0.579 1.417 -1.018 0.107
H 0.505 2.535 0.450 0.108
H -2.152 -0.670 0.304 0.129
```



Computed, not measured: a cluster of 2 separate species, C3H10N2O2 in total at a distorted geometry, with ωB97M-V/def2-TZVPD.

Calculated total energy: -380.089809 a.u.
HOMO: -7.7 eV
Relative energy (zero: lowest compared OMol25 entry of this formula, charge and spin): 154.90 kcal per mole
Gap between HOMO and LUMO: 8.4 eV

XYZ file:
```
17
Properties=species:S:1:pos:R:3:lowdin_charge:R:1
C -0.921 -0.758 -1.545 -0.130
C 0.315 0.016 -1.211 -0.226
C 0.324 1.150 -0.469 -0.250
N -0.788 1.686 0.161 0.053
H -1.549 -0.212 -2.255 0.075
H -0.652 -1.739 -1.931 0.068
H -1.528 -0.954 -0.658 0.061
H 1.240 -0.293 -1.672 0.088
H 1.212 1.763 -0.423 0.113
H -0.705 2.636 0.486 0.093
H -1.683 1.281 -0.070 0.083
N 1.340 -1.550 0.882 0.110
O 1.310 -0.093 1.547 -0.245
O 0.406 0.223 2.627 -0.067
H 1.667 -2.157 1.632 0.066
H 0.355 -1.707 0.670 0.050
H -0.343 0.709 2.228 0.058
```



Computed, not measured: a structure of composition C41H49BClI2N11O, with ωB97M-V/def2-TZVPD.

Calculated total energy: -3349.640156 a.u.
HOMO: -8.0 eV
Relative energy (zero: lowest compared OMol25 entry of this formula, charge and spin): 0.00 kcal per mole
Gap between HOMO and LUMO: 6.8 eV

XYZ file:
```
106
Properties=species:S:1:pos:R:3:lowdin_charge:R:1
C 0.992 0.632 -7.453 -0.013
B -0.473 0.069 -7.475 -0.674
O -1.463 0.649 -6.745 0.121
C -0.826 -1.231 -8.377 -0.824
I -0.656 -0.620 -10.416 1.033
C 0.233 -2.216 -8.118 -0.366
N 1.048 -2.993 -7.903 0.219
C -2.212 -1.918 -8.125 -1.244
Cl -3.554 -0.772 -8.281 0.661
I -2.547 -3.536 -9.524 0.909
C -2.222 -2.520 -6.788 -0.348
N -2.189 -3.033 -5.763 0.234
H 1.430 0.481 -6.456 0.069
H 0.945 1.708 -7.671 0.085
H 1.643 0.172 -8.204 0.062
H -1.270 1.579 -6.556 0.122
N -1.280 -3.619 -1.209 -0.002
C -1.858 -3.731 -2.445 -0.153
C -3.159 -4.117 -2.263 -0.113
C -3.374 -4.243 -0.863 -0.111
C -2.195 -3.932 -0.240 -0.152
H -0.327 -3.353 -1.041 0.140
H -1.308 -3.525 -3.346 0.074
H -3.875 -4.290 -3.049 0.087
H -4.287 -4.532 -0.368 0.089
H -1.939 -3.911 0.805 0.085
N 0.777 2.110 -3.835 0.004
C 2.145 2.137 -3.793 -0.142
C 2.511 3.275 -3.124 -0.112
C 1.323 3.952 -2.743 -0.100
C 0.267 3.208 -3.194 -0.128
H 0.222 1.391 -4.265 0.131
H 2.733 1.353 -4.239 0.102
H 3.519 3.595 -2.918 0.057
H 1.264 4.874 -2.187 0.086
H -0.795 3.362 -3.108 0.110
N -3.139 -4.193 3.636 0.001
C -4.344 -4.802 3.868 -0.136
C -5.322 -3.858 3.713 -0.119
C -4.685 -2.635 3.366 -0.105
C -3.339 -2.874 3.328 -0.144
H -2.247 -4.651 3.680 0.114
H -4.401 -5.846 4.122 0.105
H -6.380 -4.028 3.824 0.077
H -5.162 -1.690 3.164 0.094
H -2.513 -2.221 3.103 0.109
N 6.358 4.067 -3.045 -0.011
C 6.246 2.704 -2.947 -0.147
C 7.334 2.237 -2.264 -0.100
C 8.131 3.365 -1.918 -0.102
C 7.509 4.475 -2.418 -0.149
H 5.706 4.668 -3.517 0.136
H 5.408 2.182 -3.378 0.097
H 7.535 1.205 -2.032 0.093
H 9.059 3.359 -1.371 0.093
H 7.784 5.516 -2.386 0.108
N 0.177 -6.335 4.908 0.001
C 1.489 -6.700 5.045 -0.137
C 2.113 -5.750 5.809 -0.110
C 1.138 -4.773 6.149 -0.120
C -0.046 -5.159 5.578 -0.148
H -0.513 -6.856 4.399 0.140
H 1.865 -7.602 4.593 0.107
H 3.151 -5.753 6.095 0.097
H 1.290 -3.889 6.745 0.092
H -1.021 -4.702 5.603 0.096
N 2.918 -2.877 3.848 0.006
C 2.913 -1.817 4.710 -0.150
C 4.128 -1.191 4.615 -0.114
C 4.896 -1.904 3.654 -0.115
C 4.121 -2.939 3.200 -0.144
H 2.157 -3.522 3.728 0.128
H 2.050 -1.599 5.316 0.102
H 4.434 -0.322 5.173 0.088
H 5.902 -1.684 3.337 0.087
H 4.324 -3.711 2.478 0.103
N 4.653 5.465 -0.421 0.017
C 4.502 4.422 0.448 -0.126
C 3.934 4.909 1.595 -0.102
C 3.740 6.307 1.411 -0.136
C 4.192 6.619 0.154 -0.148
H 5.049 5.390 -1.340 0.107
H 4.808 3.426 0.174 0.111
H 3.689 4.331 2.471 0.093
H 3.321 7.002 2.121 0.098
H 4.227 7.557 -0.374 0.108
N 0.603 6.622 0.421 0.012
C -0.374 5.728 0.752 -0.146
C -1.583 6.368 0.666 -0.117
C -1.320 7.707 0.264 -0.119
C 0.038 7.830 0.122 -0.146
H 1.592 6.417 0.411 0.095
H -0.122 4.715 1.020 0.107
H -2.545 5.929 0.870 0.086
H -2.044 8.488 0.101 0.086
H 0.644 8.673 -0.163 0.102
N -9.128 -2.931 5.329 0.001
C -8.185 -1.942 5.265 -0.139
C -8.808 -0.754 5.537 -0.109
C -10.181 -1.038 5.773 -0.114
C -10.347 -2.390 5.637 -0.146
H -8.954 -3.907 5.172 0.140
H -7.157 -2.166 5.040 0.084
H -8.333 0.213 5.564 0.089
H -10.957 -0.330 6.014 0.088
H -11.222 -3.009 5.734 0.103
```